Record 1
Formula: C38H41Cl2NO8TaTe
Source: the OMol25 dataset
Level of theory: wB97M-V/def2-TZVPD

Structure (XYZ):
```
92
C38H41Cl2NO8TaTe, DFT wB97M-V/def2-TZVPD
Ta 0.593 1.131 0.764
Cl -0.699 -1.155 -0.741
C -0.291 -2.665 0.118
Cl 1.416 -2.691 0.563
H -0.489 -3.488 -0.559
H -0.898 -2.714 1.013
C -4.324 3.079 -3.636
O -3.907 4.227 -2.889
C -2.923 4.106 -2.013
C -2.595 5.292 -1.307
C -1.595 5.271 -0.394
C -0.850 4.085 -0.121
C 0.223 4.120 0.783
C 0.619 5.361 1.516
O 0.960 3.089 1.037
C -1.205 2.910 -0.842
O -0.550 1.764 -0.675
C -2.228 2.925 -1.777
H -5.133 3.422 -4.271
H -4.684 2.298 -2.966
H -3.504 2.705 -4.251
H -3.163 6.188 -1.517
H -1.357 6.180 0.141
H -0.193 5.673 2.176
H 0.821 6.183 0.829
H 1.502 5.163 2.116
H -2.453 2.008 -2.301
O -1.213 1.846 1.998
C -1.177 0.747 2.596
O -0.252 -0.081 2.112
C -2.016 0.359 3.695
C -1.849 -0.893 4.288
C -2.638 -1.291 5.360
C -3.582 -0.388 5.795
O -4.452 -0.538 6.802
C -5.225 0.673 6.876
O -4.750 1.534 5.837
C -3.754 0.868 5.203
C -2.992 1.276 4.153
H -1.086 -1.559 3.908
H -2.522 -2.254 5.835
H -5.063 1.141 7.845
H -6.275 0.437 6.708
H -3.117 2.243 3.688
C 2.897 -0.363 3.029
C 3.454 0.343 1.834
O 4.658 0.538 1.707
N 2.634 0.801 0.812
Te 3.982 1.810 -0.366
C 5.184 0.476 -1.479
C 5.287 -0.908 -1.336
C 4.497 -1.752 -0.373
C 6.200 -1.564 -2.159
C 6.991 -0.900 -3.085
C 7.977 -1.637 -3.941
C 6.855 0.481 -3.192
C 5.967 1.191 -2.403
C 5.885 2.689 -2.568
C 2.515 2.234 -1.833
C 1.944 1.250 -2.651
C 2.286 -0.213 -2.564
C 1.045 1.656 -3.634
C 0.724 2.989 -3.838
C -0.231 3.407 -4.919
C 1.325 3.947 -3.024
C 2.227 3.600 -2.032
C 2.897 4.703 -1.249
H 3.097 0.253 3.906
H 3.451 -1.293 3.160
H 1.835 -0.580 2.962
H 3.506 -1.349 -0.178
H 5.027 -1.841 0.575
H 4.369 -2.753 -0.780
H 6.287 -2.640 -2.068
H 7.856 -2.715 -3.852
H 8.997 -1.386 -3.645
H 7.865 -1.362 -4.990
H 7.463 1.022 -3.907
H 6.610 3.026 -3.305
H 6.121 3.220 -1.640
H 4.900 3.010 -2.922
H 2.407 -0.557 -1.536
H 3.218 -0.423 -3.092
H 1.501 -0.810 -3.022
H 0.600 0.900 -4.271
H -0.551 2.557 -5.520
H 0.233 4.138 -5.582
H -1.115 3.881 -4.489
H 1.097 4.995 -3.183
H 2.464 5.667 -1.510
H 3.965 4.764 -1.478
H 2.804 4.573 -0.170
```

As for the charge: +2. Its HOMO-LUMO gap (alpha / beta) is 6.61 / 6.75 eV. As for the HOMO energy (alpha / beta): -0.45820 / -0.46940 Ha. For the energy above the lowest of the compared OMol25 structures with the same formula, charge and spin, the calculation gives 47.2 kJ/mol. As for the spin multiplicity: 2.

***

Record 2
Formula: C38H41F32O22V
Source: the OMol25 dataset
Level of theory: wB97M-V/def2-TZVPD

Structure (XYZ):
```
134
C38H41F32O22V, DFT wB97M-V/def2-TZVPD
V -10.343 -10.506 -20.353
C -9.746 -8.176 -23.843
C -10.003 -8.996 -22.567
O -11.083 -9.061 -21.888
O -9.165 -9.700 -22.026
H -9.689 -8.795 -24.738
H -8.947 -7.452 -23.685
H -10.667 -7.649 -24.091
C -8.190 -7.907 -17.841
C -8.997 -8.890 -18.630
O -8.624 -10.003 -18.997
O -10.118 -8.657 -19.132
H -8.618 -7.623 -16.879
H -8.148 -6.936 -18.333
H -7.218 -8.346 -17.618
C -13.178 -11.966 -17.880
C -12.168 -11.507 -18.868
O -11.017 -11.945 -18.918
O -12.407 -10.513 -19.637
H -12.826 -12.859 -17.362
H -14.083 -12.220 -18.434
H -13.395 -11.150 -17.191
C -7.184 -14.789 -22.307
C -6.191 -13.679 -22.234
O -6.913 -12.641 -21.664
C -8.179 -12.935 -21.402
O -8.984 -12.231 -20.867
O -8.357 -14.172 -21.766
H -6.748 -15.535 -21.643
H -7.352 -15.200 -23.302
H -5.825 -13.448 -23.234
H -5.328 -14.014 -21.660
C -13.032 -8.143 -17.114
C -13.073 -7.487 -18.473
O -14.363 -7.820 -18.996
C -15.091 -8.410 -18.076
O -16.275 -8.757 -18.196
O -14.324 -8.650 -16.957
H -12.855 -7.434 -16.305
H -12.271 -8.923 -17.091
H -12.302 -7.952 -19.086
H -12.917 -6.408 -18.488
C -14.716 -9.849 -22.565
C -14.150 -9.209 -23.853
O -14.840 -10.038 -24.822
C -15.554 -11.007 -24.237
O -16.169 -11.878 -24.857
O -15.496 -10.897 -22.941
H -15.417 -9.143 -22.118
H -13.961 -10.159 -21.843
H -13.071 -9.363 -23.835
H -14.315 -8.135 -23.938
C -12.481 -12.911 -25.041
C -11.110 -13.617 -24.913
O -10.745 -13.257 -23.647
C -11.623 -12.419 -23.031
O -11.399 -11.858 -21.997
O -12.626 -12.150 -23.866
H -13.323 -13.601 -25.103
H -12.545 -12.193 -25.858
H -10.484 -13.062 -25.612
H -11.147 -14.670 -25.191
C -12.458 -10.029 -11.671
C -11.728 -9.461 -12.865
C -11.776 -10.407 -14.127
F -12.903 -11.033 -14.368
F -11.271 -9.850 -15.231
F -12.299 -8.314 -13.186
F -10.415 -9.204 -12.542
O -11.933 -11.342 -11.349
C -12.662 -12.070 -10.401
C -12.026 -13.449 -10.224
F -12.741 -14.265 -9.402
F -11.777 -14.142 -11.337
F -12.607 -11.393 -9.264
F -13.949 -12.158 -10.837
H -13.489 -10.091 -12.019
H -12.379 -9.350 -10.822
H -11.080 -11.202 -13.859
H -11.035 -13.220 -9.832
C -16.731 -12.695 -16.820
C -15.969 -13.240 -15.601
C -16.285 -12.565 -14.236
F -15.655 -13.243 -13.237
F -16.100 -11.257 -14.093
F -16.280 -14.517 -15.426
F -14.705 -13.185 -15.768
O -18.207 -12.847 -16.623
C -19.158 -12.179 -17.417
C -20.597 -12.353 -16.915
F -20.820 -11.820 -15.666
F -21.532 -11.957 -17.774
F -18.724 -10.935 -17.422
F -19.020 -12.708 -18.652
H -16.427 -13.302 -17.673
H -16.410 -11.672 -17.013
H -17.349 -12.739 -14.073
H -20.846 -13.414 -16.909
C -14.985 -15.721 -23.734
C -15.412 -17.004 -24.386
C -14.630 -18.208 -23.814
F -13.303 -18.039 -23.981
F -14.753 -18.478 -22.465
F -16.734 -17.195 -24.306
F -15.217 -16.931 -25.734
O -15.332 -15.778 -22.360
C -14.575 -14.929 -21.429
C -15.141 -15.212 -20.002
F -15.449 -16.500 -19.860
F -14.466 -14.828 -18.907
F -13.286 -15.306 -21.601
F -14.646 -13.646 -21.833
H -15.410 -14.905 -24.318
H -13.920 -15.546 -23.884
H -14.772 -19.103 -24.419
H -16.083 -14.664 -19.968
C -10.472 -15.007 -17.139
C -10.227 -15.575 -15.782
C -10.933 -14.828 -14.622
F -10.527 -13.571 -14.517
F -12.245 -14.822 -14.828
F -10.641 -16.912 -15.746
F -8.904 -15.568 -15.546
O -9.888 -15.824 -18.183
C -10.730 -16.193 -19.290
C -9.891 -17.051 -20.235
F -10.633 -17.438 -21.232
F -8.736 -16.562 -20.671
F -11.777 -16.826 -18.795
F -11.118 -15.063 -19.810
H -9.962 -14.047 -17.225
H -11.529 -14.778 -17.277
H -10.744 -15.282 -13.649
H -9.580 -17.964 -19.726
```

As for the charge: 0. Its HOMO-LUMO gap (alpha / beta) is 9.12 / 9.62 eV. As for the HOMO energy (alpha / beta): -0.33459 / -0.35287 Ha. For the energy above the lowest of the compared OMol25 structures with the same formula, charge and spin, the calculation gives 416.4 kJ/mol. As for the spin multiplicity: 3.

***

Record 3
Formula: C38H41N4NaO6Si
Source: the OMol25 dataset
Level of theory: wB97M-V/def2-TZVPD

Structure (XYZ):
```
91
C38H41N4NaO6Si, DFT wB97M-V/def2-TZVPD
Na 1.336 -1.463 0.762
O -2.062 -4.406 1.721
C -1.141 -3.385 1.557
O -0.537 -3.321 0.504
C -1.038 -2.494 2.677
C -1.578 -2.766 3.908
C -1.202 -1.998 5.022
C -0.098 -1.161 4.870
C 0.441 -0.917 3.617
N -0.344 -1.247 2.452
C 1.716 -0.317 3.360
O 2.471 0.084 4.444
O 2.188 -0.102 2.258
H -2.027 -4.876 0.880
H -2.208 -3.637 4.032
H -1.627 -2.180 6.001
H 0.358 -0.764 5.774
H 2.021 -0.201 5.244
C 5.328 -3.396 0.572
C 3.969 -2.892 0.057
O 3.096 -2.639 0.917
C 3.839 -2.809 -1.340
C 2.660 -2.403 -2.020
C 2.554 -2.665 -3.510
N 1.689 -1.837 -1.369
N 0.503 -1.695 -2.046
C -0.463 -1.110 -1.422
O -0.401 -0.489 -0.255
C -1.787 -1.378 -2.045
C -2.841 -1.824 -1.250
C -4.036 -2.233 -1.816
C -4.212 -2.178 -3.192
C -3.171 -1.726 -3.994
C -1.966 -1.345 -3.428
H 5.373 -3.232 1.648
H 6.155 -2.872 0.088
H 5.432 -4.467 0.374
H 4.678 -3.139 -1.943
H 3.461 -3.137 -3.889
H 2.373 -1.735 -4.052
H 1.697 -3.315 -3.697
H -2.694 -1.872 -0.179
H -4.842 -2.597 -1.188
H -5.152 -2.486 -3.636
H -3.306 -1.681 -5.069
H -1.138 -1.023 -4.046
C -1.297 -0.140 2.125
Si -0.853 1.031 0.639
C 0.862 1.820 0.223
N 1.645 1.188 -0.836
C 3.095 1.185 -0.636
C 3.767 2.328 -1.400
C 3.645 2.033 -2.901
C 2.334 1.273 -3.192
C 1.256 1.602 -2.167
C -2.308 1.534 -0.511
C -2.115 2.486 -1.514
C -3.147 2.906 -2.343
C -4.424 2.390 -2.177
C -4.654 1.476 -1.159
C -3.611 1.065 -0.341
C -1.239 2.655 1.858
C -2.346 3.510 1.790
C -2.548 4.553 2.690
C -1.632 4.790 3.704
C -0.521 3.963 3.805
C -0.343 2.921 2.906
H -2.250 -0.610 1.842
H -1.509 0.431 3.034
H 1.429 1.697 1.145
H 0.760 2.912 0.073
H 3.509 0.232 -0.989
H 3.300 1.235 0.431
H 4.813 2.446 -1.104
H 3.251 3.264 -1.158
H 4.491 1.420 -3.224
H 3.684 2.962 -3.479
H 2.506 0.195 -3.159
H 1.970 1.517 -4.193
H 0.325 1.095 -2.443
H 1.051 2.694 -2.208
H -1.135 2.932 -1.631
H -2.955 3.640 -3.119
H -5.233 2.705 -2.827
H -5.650 1.069 -1.014
H -3.827 0.370 0.464
H -3.080 3.362 1.005
H -3.429 5.182 2.602
H -1.786 5.600 4.410
H 0.205 4.131 4.596
H 0.524 2.275 3.030
```

As for the charge: -2. Its HOMO-LUMO gap is 4.92 eV. As for the HOMO energy: -0.03776 Ha. For the energy above the lowest of the compared OMol25 structures with the same formula, charge and spin, the calculation gives 0.0 kJ/mol.

***

Record 4
Formula: C38H42AsF6NO5P2S5SbSiTi
Source: the OMol25 dataset
Level of theory: wB97M-V/def2-TZVPD

Structure (XYZ):
```
103
C38H42AsF6NO5P2S5SbSiTi, DFT wB97M-V/def2-TZVPD
Ti 0.814 -0.950 -1.744
C 4.608 -3.654 2.462
P 3.849 -2.223 1.585
C 5.325 -1.601 0.686
C 3.802 -0.987 2.956
C 2.605 -1.138 3.901
P 0.988 -1.463 3.038
C -0.111 -1.210 4.507
C 0.934 -3.299 3.027
H 5.566 -3.399 2.926
H 4.752 -4.463 1.745
H 3.924 -4.012 3.234
H 6.201 -1.506 1.335
H 5.091 -0.629 0.249
H 5.554 -2.278 -0.138
H 3.734 -0.020 2.454
H 4.742 -0.988 3.522
H 2.472 -0.204 4.458
H 2.783 -1.925 4.643
H 0.200 -1.809 5.368
H -1.129 -1.494 4.233
H -0.109 -0.157 4.790
H 1.242 -3.717 3.990
H 1.566 -3.690 2.230
H -0.085 -3.607 2.791
S 5.166 -0.726 -3.314
Sb 3.716 0.913 -2.909
S 2.232 0.385 -0.272
S 1.617 0.128 -3.750
F 1.622 -3.791 -3.949
C 2.174 -4.574 -3.025
F 3.458 -4.773 -3.354
F 1.551 -5.761 -3.022
S 2.078 -3.827 -1.317
O 2.223 -2.365 -1.642
O 3.229 -4.401 -0.691
N 0.763 -4.203 -0.672
S -0.705 -3.405 -0.623
O -1.272 -3.812 0.661
O -0.247 -1.881 -0.454
C -1.389 -4.011 -4.041
F -2.528 -3.426 -3.787
F -0.151 -1.974 -2.973
F -1.061 -3.525 -5.200
O -0.642 0.534 -1.687
As -2.308 0.448 -1.507
C -3.034 -0.490 -0.009
C -3.561 -1.763 -0.178
C -4.073 -2.442 0.917
C -4.055 -1.852 2.169
C -3.524 -0.579 2.339
C -3.014 0.107 1.250
C -3.044 -0.228 -3.139
C -2.223 -0.230 -4.260
C -2.758 -0.582 -5.490
C -4.097 -0.924 -5.595
C -4.915 -0.915 -4.473
C -4.392 -0.557 -3.241
C -2.897 2.266 -1.401
C -4.006 2.652 -0.658
C -4.421 3.976 -0.691
C -3.734 4.900 -1.465
C -2.630 4.508 -2.211
C -2.210 3.189 -2.185
H -3.534 -2.246 -1.148
H -4.436 -3.453 0.794
H -4.435 -2.394 3.025
H -3.494 -0.127 3.322
H -2.587 1.093 1.383
H -1.174 0.020 -4.168
H -2.118 -0.602 -6.362
H -4.508 -1.205 -6.557
H -5.959 -1.187 -4.557
H -5.030 -0.541 -2.365
H -4.541 1.930 -0.054
H -5.279 4.285 -0.108
H -4.058 5.933 -1.486
H -2.087 5.232 -2.806
H -1.336 2.875 -2.744
C 0.320 5.735 -1.636
C 0.854 4.637 -2.296
C 0.977 3.421 -1.636
C 0.582 3.281 -0.306
C 0.041 4.396 0.340
C -0.097 5.610 -0.317
Si 0.846 1.683 0.657
C 1.543 2.198 2.329
C 0.703 2.274 3.439
C 1.179 2.672 4.681
C 2.520 2.996 4.833
C 3.373 2.928 3.740
C 2.885 2.537 2.502
H 0.231 6.687 -2.145
H 1.177 4.724 -3.326
H 1.363 2.559 -2.168
H -0.264 4.321 1.379
H -0.519 6.462 0.202
H -0.446 1.048 0.979
H -0.342 1.997 3.335
H 0.510 2.715 5.532
H 2.901 3.293 5.803
H 4.422 3.172 3.855
H 3.562 2.479 1.655
```

As for the charge: -1. Its HOMO-LUMO gap is 7.02 eV. As for the HOMO energy: -0.19128 Ha. For the energy above the lowest of the compared OMol25 structures with the same formula, charge and spin, the calculation gives 171.2 kJ/mol.

***

> Look up the energy above the lowest of the compared OMol25 structures with the same formula, charge and spin of the third one.

0.0 kJ/mol